Below is a 8-piece molecular cluster, C48H39INO30 overall, with properties calculated with wB97M-V/def2-TZVPD.

Values from the calculation:
**HOMO**: -3.2 eV
**Orbital gap**: 2.466 eV
**LUMO energy**: -0.8 eV
**Net charge**: -1

Geometry (Å):
C (4.62381, -0.69290, 0.31676)
C (4.71804, -0.53383, -1.19787)
O (5.66693, -1.08966, -1.81885)
O (3.74080, 0.12605, -1.85282)
C (3.36457, 1.52566, -1.37365)
N (1.98991, 1.72236, -1.28017)
C (1.48530, 1.20979, -0.02600)
C (-0.03213, 1.28499, 0.04761)
C (-0.84191, 0.42395, -0.94338)
I (0.19396, -1.21051, -1.85963)
H (3.78915, -1.36573, 0.53824)
H (5.53436, -1.18808, 0.66462)
H (4.52217, 0.24814, 0.85835)
H (3.89332, 1.74030, -0.42002)
H (3.76272, 2.22579, -2.12024)
H (1.87090, 1.84288, 0.81156)
H (1.84078, 0.18470, 0.19776)
H (-0.36956, 2.32338, -0.05456)
H (-0.33275, 0.96331, 1.05751)
H (-1.67150, -0.02143, -0.41368)
H (-1.28021, 1.01412, -1.75178)
C (7.33998, 4.26229, -4.99771)
C (6.23254, 4.46681, -4.27361)
C (6.17040, 4.12308, -2.80340)
O (5.15175, 4.36118, -2.19642)
C (7.34633, 3.51784, -2.19103)
C (8.44441, 3.30995, -2.92276)
C (8.51545, 3.68411, -4.37171)
O (9.56265, 3.48076, -4.96180)
O (9.55768, 2.76319, -2.43167)
O (5.11076, 4.97724, -4.79450)
H (7.40504, 4.50459, -6.04908)
H (7.28650, 3.25423, -1.14492)
H (10.18700, 2.73119, -3.17469)
H (4.46806, 5.00723, -4.05163)
C (7.08639, -2.17589, 5.71640)
C (6.54567, -1.78447, 4.55346)
C (5.38398, -2.51237, 3.93169)
O (4.94723, -2.07745, 2.88700)
C (4.85979, -3.68739, 4.61204)
C (5.40404, -4.07637, 5.77046)
C (6.54843, -3.33420, 6.40362)
O (6.97006, -3.75002, 7.46904)
O (4.98376, -5.13955, 6.45411)
O (6.98158, -0.73843, 3.86549)
H (7.91886, -1.65965, 6.17278)
H (4.03589, -4.21214, 4.14946)
H (5.54906, -5.18410, 7.24729)
H (6.41609, -0.67730, 3.06995)
C (4.77985, 1.97294, -9.04782)
C (4.66054, 2.30329, -10.33792)
C (4.72501, 3.72981, -10.80324)
O (4.62584, 3.93852, -12.00088)
C (4.89680, 4.77192, -9.81138)
C (5.01334, 4.45168, -8.51253)
C (4.97494, 3.01581, -8.04880)
O (5.10903, 2.79094, -6.86552)
O (5.16677, 5.37064, -7.56998)
O (4.47959, 1.40813, -11.30843)
H (4.73794, 0.94950, -8.70260)
H (4.92425, 5.79528, -10.15780)
H (5.22224, 4.93352, -6.68988)
H (4.42981, 1.92260, -12.13509)
C (-4.96998, -2.72480, 0.71016)
C (-5.80691, -3.77086, 0.73339)
C (-5.34949, -5.16237, 0.37485)
O (-6.16850, -6.06170, 0.42607)
C (-3.96757, -5.35229, -0.02401)
C (-3.12776, -4.30522, -0.04964)
C (-3.57993, -2.92209, 0.33504)
O (-2.74382, -2.04353, 0.30703)
O (-1.85876, -4.40365, -0.41495)
O (-7.08751, -3.65897, 1.07291)
H (-5.28480, -1.72326, 0.96763)
H (-3.65660, -6.35017, -0.29858)
H (-1.46773, -3.50296, -0.37211)
H (-7.46028, -4.55911, 1.03280)
C (-6.69130, -5.72969, 4.97345)
C (-6.80522, -5.74882, 6.30713)
C (-8.12358, -5.52240, 6.99727)
O (-8.13807, -5.57257, 8.21373)
C (-9.29337, -5.25305, 6.18035)
C (-9.17768, -5.22967, 4.84776)
C (-7.86717, -5.48007, 4.15749)
O (-7.84790, -5.45850, 2.94102)
O (-10.20507, -4.98334, 4.03577)
O (-5.77783, -5.96797, 7.12179)
H (-5.75035, -5.89320, 4.46699)
H (-10.22830, -5.07915, 6.68138)
H (-9.84838, -5.02664, 3.13010)
H (-6.14072, -5.93122, 8.02628)
C (1.84005, 5.76419, -5.28514)
C (1.08360, 6.14908, -6.31628)
C (-0.11909, 5.35699, -6.74315)
O (-0.76878, 5.79173, -7.68432)
C (-0.42807, 4.13700, -6.03536)
C (0.33785, 3.73384, -4.99932)
C (1.52678, 4.55266, -4.54893)
O (2.18804, 4.17570, -3.60850)
O (0.09857, 2.62427, -4.33255)
O (1.32198, 7.24161, -7.04179)
H (2.70475, 6.32287, -4.95426)
H (-1.28379, 3.56847, -6.37050)
H (0.77644, 2.51545, -3.61356)
H (0.61396, 7.26426, -7.71290)
C (-8.74143, -1.56940, 8.58338)
C (-8.48991, -0.31982, 8.99647)
C (-9.47903, 0.79804, 8.79996)
O (-9.17960, 1.89797, 9.22261)
C (-10.72816, 0.50342, 8.11843)
C (-10.97666, -0.74475, 7.70262)
C (-9.99798, -1.86541, 7.92289)
O (-10.30847, -2.97577, 7.52988)
O (-12.09344, -1.09108, 7.07074)
O (-7.36466, 0.02972, 9.60700)
H (-8.04098, -2.38113, 8.72280)
H (-11.42465, 1.31582, 7.96776)
H (-12.01447, -2.04520, 6.88497)
H (-7.44386, 0.98356, 9.79640)